Entry 1:
A structure of composition C26H19AuF7OP, computed with ωB97M-V/def2-TZVPD.

Last column: Mulliken charge in e.
Element x y z (Å)
Au  -1.6102  2.5377  -0.6663  -0.1971
C  4.6666  -1.2686  0.5349  -0.3754
C  4.4445  -1.0019  -0.8089  -0.5859
C  3.2516  -0.4124  -1.2118  -0.1065
C  2.2701  -0.0712  -0.2799  -0.4267
C  2.5078  -0.3258  1.0755  -0.2979
C  3.6939  -0.9319  1.4682  -0.6344
P  0.6644  0.7867  -0.6772  0.4466
C  1.0123  1.1609  -2.4514  -0.0091
C  1.7900  2.2942  -2.7011  -0.1253
C  2.1049  2.6766  -3.9944  -0.6110
C  1.6210  1.9468  -5.0748  -0.3599
C  0.8179  0.8409  -4.8424  -0.7287
C  0.5176  0.4519  -3.5412  -0.1327
C  -0.4558  -0.6756  -0.8467  1.5971
C  0.0927  -1.9249  -1.0056  -0.0437
C  -0.7000  -3.0877  -1.0634  -0.9671
C  -2.0510  -2.9830  -0.9428  -0.9516
C  -2.6668  -1.7181  -0.7773  1.2380
C  -4.0736  -1.6507  -0.6403  -0.9910
C  -4.6787  -0.4396  -0.4847  -0.6468
C  -3.9089  0.7394  -0.4834  -0.5954
C  -2.5307  0.7553  -0.6200  -0.5109
C  -1.8819  -0.5260  -0.7472  0.0769
H  5.5946  -1.7322  0.8525  0.3368
H  5.1971  -1.2562  -1.5481  0.3733
H  3.0870  -0.2190  -2.2652  0.3056
H  1.7460  -0.0390  1.8068  0.7500
H  3.8588  -1.1306  2.5214  0.4385
H  2.1261  2.8930  -1.8619  0.3587
H  2.7081  3.5615  -4.1617  0.3672
H  1.8527  2.2523  -6.0889  0.3403
H  0.4166  0.2760  -5.6765  0.3720
H  -0.1106  -0.4140  -3.3710  0.3486
H  1.1667  -2.0343  -1.0715  0.4029
H  -0.2260  -4.0555  -1.1847  0.3411
H  -2.6838  -3.8653  -0.9631  0.2791
H  -4.6451  -2.5735  -0.6543  0.3035
H  -5.7564  -0.3775  -0.3660  0.3589
H  -4.4300  1.6821  -0.3659  0.2755
C  -2.2350  0.5857  3.2232  -1.6678
C  -0.7377  0.4284  3.5785  1.0462
O  0.0589  0.5076  2.5288  -0.9427
C  -0.5775  -0.9577  4.2852  0.4936
F  0.6606  -1.1598  4.7900  -0.2880
F  -0.7989  -1.9579  3.4151  -0.2671
F  -1.4360  -1.1858  5.3266  -0.3249
C  -0.3796  1.5394  4.6164  0.5755
F  -0.6793  2.7581  4.1343  -0.2790
F  0.9279  1.5672  4.9369  -0.2711
F  -1.0467  1.4444  5.8116  -0.3175
H  -2.4865  -0.2061  2.5176  0.2793
H  -2.3432  1.5336  2.6992  0.3846
H  -2.9079  0.5469  4.0847  0.3870
F  -0.8189  4.4152  -0.7680  -0.8221

Properties
HOMO-LUMO gap = 6.33 eV
Total charge = -2
LUMO = 4.8 eV

---

Entry 2:
A structure of composition C42H56BBrN2O5PRuS3Sb at a distorted geometry, computed with ωB97M-V/def2-TZVPD.

Last column: Löwdin spin population.
Element x y z (Å)
Ru  0.1493  -0.5188  0.3056  0.6552
C  0.1512  0.4525  3.5472  0.0030
O  -0.7159  0.2365  2.4187  0.0118
C  -1.9805  0.7579  2.4865  0.0002
C  -2.5779  1.2060  3.6440  -0.0001
C  -3.8735  1.7075  3.5799  -0.0002
Br  -4.6869  2.3271  5.1661  0.0000
C  -4.5604  1.7661  2.3933  -0.0003
C  -3.9482  1.3203  1.2180  -0.0004
C  -2.6515  0.8151  1.2732  -0.0001
O  -1.9953  0.3613  0.1782  -0.0067
C  -4.6074  1.3697  -0.0870  0.0000
N  -4.0014  1.0009  -1.1925  0.0004
C  -4.9145  1.1727  -2.2241  0.0001
C  -4.7926  0.9348  -3.5922  0.0000
C  -5.8954  1.1840  -4.3831  0.0000
C  -7.0977  1.6612  -3.8346  0.0000
C  -7.2272  1.9095  -2.4824  0.0000
C  -6.1104  1.6580  -1.6923  0.0000
N  -5.8806  1.7764  -0.3279  0.0000
H  -0.1755  -0.1445  4.3957  0.0004
H  0.1741  1.5088  3.8060  0.0002
H  1.1374  0.1277  3.2392  0.0025
H  -2.0647  1.1721  4.5938  0.0000
H  -5.5655  2.1671  2.3780  0.0000
H  -2.6022  0.5008  -0.6388  0.0005
H  -3.8596  0.5710  -4.0102  0.0000
H  -5.8403  1.0097  -5.4506  0.0000
H  -7.9420  1.8384  -4.4873  0.0000
H  -8.1525  2.2795  -2.0596  0.0000
H  -6.5389  2.1088  0.3546  0.0000
S  3.5487  -0.9689  -2.2058  0.0150
Sb  3.5496  -0.2903  -0.0806  0.0233
S  1.8515  -1.8359  0.9739  0.2891
S  1.4871  1.4612  0.1699  -0.0182
O  -0.4291  -1.2390  -1.5587  0.0206
P  -1.1206  -2.3104  -2.4195  0.0018
C  -0.3802  -3.9334  -2.0327  0.0007
C  1.1596  -3.8050  -1.8298  0.0051
C  1.9476  -4.5916  -2.8733  0.0003
C  1.6024  -6.0862  -2.8224  0.0000
C  0.0942  -6.3197  -2.5845  0.0001
C  -0.7260  -5.0914  -2.9817  0.0001
C  -0.8967  -1.7288  -4.1212  -0.0002
C  0.5873  -1.3642  -4.3274  0.0003
C  0.7863  -0.8309  -5.7420  0.0000
C  0.3814  -1.8719  -6.8162  0.0000
C  -0.3487  -3.0779  -6.2149  0.0000
C  -1.4531  -2.6355  -5.2542  -0.0002
C  -2.8968  -2.1506  -2.0031  0.0009
C  -3.2080  -2.7013  -0.5992  -0.0010
C  -3.6068  -4.1798  -0.6003  -0.0001
C  -4.7391  -4.4511  -1.5910  -0.0001
C  -4.3428  -4.0212  -3.0019  0.0000
C  -3.9799  -2.5409  -3.0193  0.0000
H  -0.8323  -4.1422  -1.0573  -0.0001
H  1.4177  -4.1876  -0.8392  0.0038
H  1.4720  -2.7627  -1.8396  0.0014
H  3.0136  -4.4428  -2.6973  0.0000
H  1.7415  -4.1980  -3.8734  0.0001
H  2.1753  -6.5645  -2.0253  0.0000
H  1.9104  -6.5560  -3.7584  0.0000
H  -0.0926  -6.5346  -1.5275  0.0000
H  -0.2462  -7.1873  -3.1500  0.0000
H  -1.7874  -5.3270  -2.9276  0.0000
H  -0.4999  -4.8296  -4.0173  0.0000
H  -1.4579  -0.7844  -4.0885  0.0000
H  1.2283  -2.2344  -4.1646  0.0001
H  0.8851  -0.6141  -3.5963  0.0002
H  1.8284  -0.5342  -5.8682  0.0000
H  0.1886  0.0765  -5.8499  0.0000
H  1.2656  -2.2248  -7.3494  0.0000
H  -0.2669  -1.4003  -7.5599  0.0000
H  0.3674  -3.7218  -5.6946  0.0000
H  -0.7865  -3.6779  -7.0139  0.0000
H  -1.9613  -3.5144  -4.8515  0.0000
H  -2.1988  -2.0772  -5.8260  0.0000
H  -2.9016  -1.0621  -1.9432  -0.0001
H  -4.0444  -2.1224  -0.1898  0.0000
H  -2.3587  -2.5303  0.0657  -0.0013
H  -3.9167  -4.4646  0.4066  0.0000
H  -2.7539  -4.8124  -0.8632  0.0000
H  -5.6360  -3.9010  -1.2845  0.0000
H  -4.9914  -5.5132  -1.5786  0.0000
H  -5.1635  -4.2006  -3.6976  0.0000
H  -3.4971  -4.6205  -3.3435  0.0000
H  -4.8776  -1.9714  -2.7554  0.0000
H  -3.6946  -2.2218  -4.0235  0.0000
C  -2.7278  3.6584  -6.2911  0.0000
C  -1.5226  2.8674  -6.8214  0.0000
C  -2.0006  1.4903  -7.3112  0.0000
C  -0.9415  3.6383  -8.0105  0.0000
C  -0.4834  2.6627  -5.7109  -0.0003
C  0.8873  2.7962  -5.9526  -0.0003
C  1.8585  2.6231  -4.9618  -0.0002
C  1.4087  2.2978  -3.7078  -0.0001
O  2.1199  2.0981  -2.5325  -0.0013
B  1.1588  1.8087  -1.5938  -0.0041
O  -0.1189  1.8292  -2.1215  -0.0017
C  0.0590  2.1396  -3.4579  -0.0001
C  -0.9036  2.3117  -4.4211  -0.0001
H  -3.4320  3.8487  -7.1041  0.0000
H  -2.4073  4.6204  -5.8838  0.0000
H  -3.2693  3.1180  -5.5117  0.0000
H  -2.7118  1.6091  -8.1343  0.0000
H  -2.4992  0.9402  -6.5053  0.0000
H  -1.1587  0.8926  -7.6683  0.0000
H  -1.7409  3.8643  -8.7189  0.0000
H  -0.1865  3.0574  -8.5450  0.0000
H  -0.4989  4.5842  -7.6895  0.0000
H  1.2309  3.0617  -6.9440  0.0000
H  2.9131  2.7563  -5.1703  0.0000
H  -1.9489  2.1959  -4.1565  0.0000

Properties
HOMO-LUMO gap (spin up / spin down) = 6.20 / 5.99 eV
Expectation value of S² = 0.994
Total charge = +1
LUMO (spin up / spin down) = -3.8 / -4.0 eV
2S+1 = 2

---

Short version: ΔE to the lowest compared entry with this formula, charge and spin = 0.186, 0.456 eV, in the order given.